Entry 1:
Below is the molecule C2H4N2S2, with properties calculated with ωB97M-V/def2-TZVPD.

Values from the calculation:
energy relative to the best compared isomer or geometry (same formula, charge and spin) = 17.8 kcal per mole
max |F| = 0.028 Eh/bohr
gap between HOMO and LUMO = 8.247 eV
charge = 0
SMILES = [H]/N=C(\N)C(=S)S

Each line ends with the Löwdin charge.
CARTESIAN COORDINATES (ANGSTROEM)
1 C -0.2534 0.1392 0.0933  -0.602
2 C 1.0457 -0.5273 -0.3327  -1.122
3 H -2.0545 -0.3599 0.9473  0.103
4 H -0.8751 -1.6497 0.8582  0.051
5 H -1.3285 1.7318 0.0808  0.066
6 H 1.4467 1.5748 -1.0238  -0.127
7 N -1.0988 -0.6395 0.8022  0.095
8 N -0.4205 1.3652 -0.2347  0.072
9 S 2.2167 0.4870 -1.1037  0.796
10 S 1.3215 -2.1216 -0.0869  0.668

Entry 2:
Below is a cluster of 2 separate species, C2H4N2S3 in total, with properties calculated with ωB97M-V/def2-TZVPD.

Values from the calculation:
energy relative to the best compared isomer or geometry (same formula, charge and spin) = 30.9 kcal per mole
max |F| = 0.071 Eh/bohr
gap between HOMO and LUMO = 8.381 eV
charge = 0
SMILES = S=C=NS.NC=S

Each line ends with the Löwdin charge.
CARTESIAN COORDINATES (ANGSTROEM)
1 C -0.3859 -1.2665 -0.2569  -0.836
2 C 1.1752 1.2310 -0.0181  -0.912
3 N -0.9242 -1.1759 -1.4978  -0.011
4 N 0.9619 1.4083 1.1865  -0.417
5 S -0.3952 1.6503 2.1058  0.737
6 S 1.6031 1.2669 -1.5091  0.736
7 S 0.9229 -2.2156 0.0534  0.556
8 H -0.6847 -0.4535 0.4967  0.024
9 H -1.8152 -0.6802 -1.5600  0.098
10 H -0.5737 -1.6492 -2.3776  0.133
11 H 0.1157 1.8845 3.3770  -0.108

Entry 3:
Below is a cluster of 2 separate species, C2H4N2S3 in total, with properties calculated with ωB97M-V/def2-TZVPD.

Values from the calculation:
energy relative to the best compared isomer or geometry (same formula, charge and spin) = 127.0 kcal per mole
max |F| = 0.068 Eh/bohr
gap between HOMO and LUMO = 8.044 eV
charge = 0

Each line ends with the Löwdin charge.
CARTESIAN COORDINATES (ANGSTROEM)
1 C 2.7948 1.2762 0.3720  0.100
2 C 0.4276 0.5428 -0.5578  -0.908
3 N 2.4258 -0.9876 -0.2023  -0.416
4 N 2.9084 0.0825 0.2394  -0.211
5 S 0.8104 -1.0888 -0.5690  0.824
6 S -1.1268 1.1434 -0.7925  0.667
7 S -3.3530 -1.8519 -0.3601  0.455
8 H 3.0776 2.1080 1.0240  0.072
9 H -2.6831 -2.0832 0.7671  -0.223
10 H -0.8774 2.3497 -0.3234  -0.150
11 H -4.4041 -1.4911 0.4027  -0.211

Entry 4:
Below is the ion C2H4N3 with charge +1, with properties calculated with ωB97M-V/def2-TZVPD.

Values from the calculation:
energy relative to the best compared isomer or geometry (same formula, charge and spin) = 149.8 kcal per mole
max |F| = 0.087 Eh/bohr
gap between HOMO and LUMO (spin up / spin down) = 7.923 / 7.924 eV
charge = +1
SMILES = C1CN=[N+]=N1

Each line ends with the Löwdin charge.
CARTESIAN COORDINATES (ANGSTROEM)
1 C 0.1171 0.0109 -0.9104  0.029
2 C 0.0830 0.6849 0.5000  -0.092
3 N -0.2678 -1.5147 -0.4050  0.201
4 N -0.2437 -0.3534 1.3785  0.163
5 N -0.3749 -1.5164 0.8233  0.043
6 H -0.2179 0.5951 -1.8235  0.163
7 H 1.0224 -0.4626 -1.2448  0.128
8 H 0.7654 1.4089 0.8148  0.145
9 H -0.8836 1.1473 0.8670  0.220

Number 1: E_tot -26789.242 eV. Number 2: E_tot -37623.083 eV. Number 3: E_tot -37618.917 eV. Number 4: E_tot -6594.971 eV.